Record 1
{"formula": "C21H33MoN2O2Si", "method": "the ωB97M-V functional and the def2-TZVPD basis", "symbols": ["Mo", "C", "C", "O", "C", "C", "C", "N", "N", "C", "O", "C", "C", "C", "C", "C", "C", "H", "H", "H", "H", "H", "H", "H", "H", "H", "H", "H", "H", "C", "Si", "C", "C", "C", "C", "C", "C", "C", "C", "H", "H", "H", "H", "H", "H", "H", "H", "H", "H", "H", "H", "H", "H", "H", "H", "H", "H", "H", "H", "H"], "positions_angstrom": [[-1.2367, -0.0418, 0.6652], [-3.2266, -3.7681, 0.5966], [-2.4419, -2.7290, -0.1137], [-2.0891, -1.6235, 0.6498], [-2.0296, -2.7048, -1.3866], [-1.3716, -1.5959, -2.0417], [-1.2594, -1.6520, -3.5231], [-0.9378, -0.5387, -1.3718], [-0.4438, 0.4844, -2.1712], [-0.4362, 1.6043, -1.5478], [-0.7622, 1.4818, -0.1705], [-0.1888, 2.9080, -2.0695], [0.0351, 3.0485, -3.4506], [0.2381, 4.3057, -3.9737], [0.2164, 5.4199, -3.1346], [-0.0030, 5.2864, -1.7663], [-0.2038, 4.0324, -1.2286], [-3.2573, -3.5895, 1.6686], [-2.8069, -4.7555, 0.4023], [-4.2527, -3.7643, 0.2203], [-2.2729, -3.5579, -2.0065], [-1.4207, -2.6649, -3.8813], [-0.3039, -1.2607, -3.8663], [-2.0317, -1.0061, -3.9567], [0.0366, 2.1774, -4.0916], [0.4083, 4.4294, -5.0342], [0.3693, 6.4054, -3.5557], [-0.0171, 6.1615, -1.1318], [-0.3729, 3.9228, -0.1657], [0.6138, -2.9270, 2.2021], [0.8441, -1.4395, 1.1883], [-0.6669, 0.7407, 2.7268], [0.3819, 1.8300, 2.6251], [-2.0874, 1.1561, 2.5988], [-0.3919, -0.2488, 3.8418], [2.4550, -1.1431, 0.3557], [3.5620, -1.6646, 1.2967], [2.3667, -2.0114, -0.9218], [2.6847, 0.3301, -0.0027], [1.2655, -2.8323, 3.0790], [0.9867, -3.7873, 1.6322], [-0.4044, -3.1178, 2.5313], [0.1434, 2.5993, 1.8966], [1.3723, 1.4308, 2.4089], [0.4372, 2.2988, 3.6133], [-2.6068, 0.8129, 1.6121], [-2.2515, 2.2291, 2.5111], [-2.7429, 0.6746, 3.3227], [0.6392, -0.6095, 3.8194], [-1.0785, -1.0952, 3.8595], [-0.5036, 0.2814, 4.7927], [3.4609, -2.7275, 1.5217], [3.6197, -1.1069, 2.2343], [4.5203, -1.5335, 0.7869], [2.2246, -3.0750, -0.7119], [3.3242, -1.9126, -1.4415], [1.5914, -1.6714, -1.6137], [2.8268, 0.9548, 0.8794], [1.8783, 0.7429, -0.6104], [3.5983, 0.4070, -0.5973]], "e_homo_ha": -0.634, "charge": 3, "gap_ev": 5.1, "e_lumo_ev": -12.2}

***

Record 2
{"formula": "C21H33N3S2", "method": "the ωB97M-V functional and the def2-TZVPD basis", "symbols": ["C", "H", "H", "H", "S", "C", "C", "C", "C", "C", "C", "H", "N", "C", "N", "C", "C", "H", "H", "C", "N", "C", "H", "H", "H", "C", "C", "C", "H", "C", "H", "C", "C", "C", "H", "H", "H", "H", "H", "H", "H", "H", "H", "H", "H", "H", "C", "H", "C", "H", "H", "H", "H", "H", "S", "H", "H", "H", "H"], "positions_angstrom": [[-9.8360, -0.9557, -0.1772], [-9.7282, -1.3509, -1.1831], [-10.6507, -1.4617, 0.3317], [-10.0161, 0.1152, -0.1893], [-8.3502, -1.3191, 0.7988], [-7.0712, -0.4068, -0.0147], [-7.2474, 0.3042, -1.1928], [-6.1649, 0.9646, -1.7484], [-4.9185, 0.9367, -1.1549], [-4.7456, 0.2429, 0.0404], [-5.8240, -0.4369, 0.5948], [-5.7043, -0.9946, 1.5133], [-3.5137, 0.1318, 0.6855], [-2.4867, 1.0356, 0.7334], [-1.3516, 0.5958, 1.3378], [-0.2465, 1.5064, 1.5553], [0.7938, 1.3838, 0.4439], [1.6063, 2.0861, 0.6278], [0.3175, 1.6458, -0.5012], [1.3177, -0.0608, 0.3984], [2.3401, -0.3576, -0.5896], [2.1133, 0.2114, -1.8998], [1.1158, -0.0639, -2.2379], [2.1971, 1.3060, -1.9395], [2.8309, -0.2108, -2.5992], [3.7197, -0.3326, -0.1137], [4.5889, -1.2165, -1.0211], [5.6651, -1.9782, -0.2475], [5.2078, -2.4417, 0.6301], [6.8534, -1.1267, 0.1913], [7.4094, -0.8032, -0.6925], [6.4819, 0.1082, 1.0106], [5.8062, 1.1934, 0.1697], [4.2821, 1.0887, 0.0883], [3.9486, 1.7248, -0.7334], [3.8528, 1.4907, 1.0098], [6.0424, 2.1738, 0.5914], [6.2333, 1.1715, -0.8345], [5.8400, -0.1745, 1.8463], [7.4034, 0.5179, 1.4320], [7.5232, -1.7560, 0.7833], [6.0443, -2.7855, -0.8795], [5.0507, -0.6286, -1.8141], [3.9259, -1.9501, -1.4844], [3.6901, -0.8277, 0.8641], [1.7516, -0.2889, 1.3803], [0.1149, -0.9989, 0.2069], [-0.3619, -0.8002, -0.7537], [-0.9152, -0.7864, 1.3206], [-1.7543, -1.4649, 1.1668], [-0.4627, -1.0107, 2.2932], [0.4570, -2.0338, 0.2109], [-0.6409, 2.5223, 1.5966], [0.2025, 1.2570, 2.5230], [-2.6467, 2.5917, 0.1969], [-3.4972, -0.5900, 1.3944], [-4.0902, 1.4517, -1.6094], [-6.2982, 1.5087, -2.6714], [-8.2049, 0.3472, -1.6851]], "smiles": "CSc1cccc(NC(=S)N2CCC(N(C)C3CCCCCC3)CC2)c1", "e_homo_ha": -0.285, "gap_ev": 8.4, "e_lumo_ev": 0.6}

***

Record 3
{"formula": "C21H34AsFeIN5O5", "method": "the ωB97M-V functional and the def2-TZVPD basis", "symbols": ["Fe", "O", "C", "O", "C", "O", "O", "I", "C", "C", "C", "C", "N", "C", "H", "H", "H", "H", "C", "H", "H", "H", "C", "N", "C", "N", "C", "N", "C", "N", "C", "C", "H", "H", "H", "H", "H", "H", "H", "H", "H", "H", "H", "H", "C", "C", "As", "C", "C", "C", "C", "H", "H", "H", "H", "H", "H", "H", "H", "H", "H", "H", "H", "H", "H", "H", "O", "C"], "positions_angstrom": [[-0.3343, 0.2326, -0.0991], [2.6561, -1.4831, 2.0155], [1.8621, -1.0262, 1.2185], [0.9594, -0.1269, 1.4570], [1.9327, -1.4588, -0.3093], [2.8427, -2.1447, -0.7238], [0.9663, -0.9675, -1.0352], [-0.8275, -0.5798, 6.5034], [-1.3247, -1.3560, 4.6188], [-1.4190, -2.7395, 4.4572], [-1.6774, -3.1600, 3.1409], [-1.8774, -2.2848, 2.1201], [-1.8468, -0.9009, 2.3311], [-1.5061, -0.4613, 3.6120], [-1.2495, -3.4297, 5.2669], [-1.7150, -4.2170, 2.9106], [-2.0577, -2.5717, 1.0989], [-1.3345, 0.5912, 3.7388], [-2.4098, 1.3730, 1.4646], [-1.8159, 2.0277, 0.8143], [-2.2894, 1.7519, 2.4763], [-3.4530, 1.5418, 1.1679], [0.1626, 3.3294, -0.9304], [0.7490, 2.2597, -0.0999], [0.9205, 2.7912, 1.2764], [1.7586, 3.9896, 1.2963], [1.1433, 5.0014, 0.4400], [0.9820, 4.5411, -0.9435], [2.3111, 4.1797, -1.4516], [2.9554, 3.1477, -0.6433], [2.1052, 1.9577, -0.6312], [3.0663, 3.6417, 0.7317], [-0.8291, 3.5747, -0.5422], [0.0519, 2.9603, -1.9501], [1.3572, 2.0024, 1.8860], [-0.0632, 3.0471, 1.6750], [1.7673, 5.8979, 0.4400], [0.1609, 5.2577, 0.8434], [2.9385, 5.0739, -1.4552], [2.2107, 3.8188, -2.4768], [2.5584, 1.1949, -0.0028], [2.0046, 1.5598, -1.6415], [3.7034, 4.5291, 0.7400], [3.5239, 2.8684, 1.3498], [0.8388, 1.5809, -4.6311], [0.3244, 0.2151, -4.1843], [-1.0382, 0.3130, -2.7748], [-1.7121, -1.5244, -2.8856], [-2.4285, -1.9116, -4.1728], [-2.4548, 1.2832, -3.7301], [-3.7160, 1.3267, -2.8645], [1.5804, 1.4810, -5.4262], [1.3175, 2.1111, -3.8065], [0.0311, 2.2118, -5.0083], [1.1236, -0.3826, -3.7411], [-0.0729, -0.3383, -5.0368], [-2.3492, -1.6573, -2.0122], [-0.8225, -2.1346, -2.7186], [-3.3789, -1.3846, -4.2798], [-2.6450, -2.9820, -4.1836], [-1.8266, -1.6907, -5.0570], [-2.6510, 0.8227, -4.7003], [-2.0856, 2.2937, -3.9188], [-4.0504, 0.3210, -2.6034], [-4.5371, 1.8366, -3.3738], [-3.5215, 1.8458, -1.9241], [-2.2056, -0.5814, 0.0600], [-2.0223, -0.0688, 1.2547]], "de_lowest_ev": 0.448, "e_homo_ha": [-0.115, -0.133], "charge": -1, "gap_ev": [5.5, 6.0], "e_lumo_ev": [2.4, 2.4], "multiplicity": 5}

***

no.,maximum force (hartree/bohr)
1,0.01273
2,0.01626
3,0.01089